# 1
Here is CH10P6 as an isolated structure from OMol25. Energies are from the ωB97M-V functional and the def2-TZVPD basis.

Positions of all 17 atoms, in Å:
C 0.85 0.29 0.54
P -0.13 1.56 1.41
P 1.01 -1.54 0.87
P 2.40 0.99 -0.33
P -2.20 1.29 -0.79
P -1.34 -1.73 -1.07
P -0.50 0.20 -1.51
H 0.88 1.53 2.43
H -0.97 0.61 2.10
H 2.02 -1.37 1.85
H 0.05 -1.70 1.85
H 3.12 1.31 0.81
H 2.98 -0.36 -0.56
H -3.23 0.73 -1.74
H -1.80 2.33 -1.64
H -2.36 -1.63 -2.12
H -0.79 -2.50 -2.08

# 2
Here is a 4-piece molecular cluster, CH11N2O3 overall from OMol25. Energies are from the ωB97M-V functional and the def2-TZVPD basis.

Summary:
- net charge = +1

Positions of all 17 atoms, in Å:
N -1.17 0.13 -0.17
C -1.34 -0.71 -1.16
N -0.35 -1.22 -1.89
H -0.33 0.04 0.38
H -2.02 0.53 0.25
H -2.34 -0.86 -1.55
H -0.58 -1.48 -2.84
H 0.45 -1.62 -1.41
H -4.02 1.42 0.73
H -3.27 2.75 1.13
O -3.20 1.91 0.65
H 2.60 -0.32 -0.71
H 2.18 -0.50 0.70
O 1.79 -0.41 -0.20
H 3.68 0.86 2.12
H 4.38 -0.48 2.10
O 3.54 -0.06 1.89

# 3
Here is CH11NO3 as an isolated structure from OMol25. Energies are from the ωB97M-V functional and the def2-TZVPD basis.

Positions of all 16 atoms, in Å:
H -0.75 -0.15 1.25
O -0.14 0.87 1.77
N -0.70 -0.96 0.22
H 0.64 0.58 2.18
H 0.32 -1.02 -0.04
H -1.01 -0.53 -0.62
C -1.29 -2.30 0.43
H -1.31 -2.51 1.54
H -2.34 -2.32 -0.13
H -0.59 -3.05 0.07
O 1.14 1.59 -0.03
H 0.36 1.11 0.38
H 1.52 2.19 0.65
O 0.77 0.58 -2.39
H 1.60 0.98 -2.32
H 0.09 1.02 -1.90

# 4
Here is a 5-piece molecular cluster, CH11NO4 overall from OMol25. Energies are from the ωB97M-V functional and the def2-TZVPD basis.

Summary:
- SMILES = C=N.O.O.O.O

Positions of all 17 atoms, in Å:
C -0.89 -1.46 1.82
N -0.35 -1.91 0.79
H -1.58 -0.63 1.70
H -0.57 -1.81 2.76
H 0.31 -2.62 1.04
O 2.32 1.71 -0.17
H 2.46 1.05 -0.85
H 1.43 1.90 -0.46
O 1.97 -0.93 -1.95
H 2.12 -1.64 -1.27
H 1.00 -0.71 -1.78
O -1.62 2.31 1.09
H -1.53 3.22 0.80
H -1.25 1.62 0.50
O -0.91 0.14 -1.49
H -1.01 -0.66 -1.03
H -1.91 0.41 -1.49

# 5
Here is a 5-piece molecular cluster, CH11NO5 overall from OMol25. Energies are from the ωB97M-V functional and the def2-TZVPD basis.

Summary:
- SMILES = NC=O.O.O.O.O

Positions of all 18 atoms, in Å:
N -1.57 -0.88 -1.68
C -1.79 -0.01 -2.70
O -1.54 1.17 -2.65
H -1.82 -1.83 -1.91
H -0.80 -0.76 -1.07
H -2.29 -0.44 -3.58
O -1.22 -0.56 1.22
H -1.05 -0.91 2.10
H -2.14 -0.35 1.17
O 1.44 -0.87 -0.49
H 1.27 -0.08 -1.03
H 1.11 -0.61 0.38
O 3.10 -0.37 6.43
H 3.46 -1.26 6.38
H 3.30 -0.06 5.54
O 0.78 1.79 -1.34
H -0.15 1.78 -1.62
H 1.13 2.55 -1.80

# 6
Here is a 5-piece molecular cluster, CH11O4S overall from OMol25. Energies are from the ωB97M-V functional and the def2-TZVPD basis.

Summary:
- net charge = -1

Positions of all 17 atoms, in Å:
C 0.15 -1.15 -2.88
S 0.39 -1.92 -1.25
H -0.86 -1.19 -3.27
H 0.77 -1.75 -3.56
H 0.51 -0.12 -3.03
H -2.90 -1.10 -0.27
H -1.35 -1.10 -0.21
O -2.16 -0.73 0.20
H 2.17 0.52 -0.01
H 1.59 -0.85 -0.15
O 2.11 -0.27 0.54
H -0.08 2.08 2.86
H -0.62 3.42 2.63
O -0.28 2.93 3.37
H -0.61 0.30 1.57
H 0.97 0.25 1.48
O 0.18 0.67 1.98

# 7
Here is a 5-piece molecular cluster, CH11O4S overall from OMol25. Energies are from the ωB97M-V functional and the def2-TZVPD basis.

Summary:
- net charge = -1

Positions of all 17 atoms, in Å:
C 0.80 -1.17 -1.33
S 0.63 0.37 -2.62
H 0.03 -1.84 -1.63
H 0.59 -0.88 -0.33
H 1.86 -1.44 -1.27
H 1.92 0.91 0.39
H 0.77 1.64 -0.36
O 1.26 1.68 0.53
H -1.05 0.52 -1.02
H -2.50 0.72 -1.18
O -1.97 0.21 -0.66
H -0.56 -0.95 1.61
H 1.09 -1.49 1.56
O 0.17 -1.63 1.68
H -0.35 1.47 1.69
H -1.53 0.84 1.04
O -1.16 1.04 1.91

# 8
Here is CH12LiO9 as an isolated structure from OMol25. Energies are from the ωB97M-V functional and the def2-TZVPD basis.

Summary:
- net charge = -1

Positions of all 23 atoms, in Å:
Li 0.05 0.18 -0.20
C -0.60 -2.05 -0.37
O -1.39 -1.16 0.28
O 0.60 -1.76 -0.52
O -1.22 -3.07 -0.91
O 0.40 0.00 1.93
H 1.17 0.45 2.29
H 0.76 -0.89 1.87
O 3.01 -0.87 -0.54
H 3.29 -1.24 0.28
H 2.11 -1.16 -0.57
O -2.82 0.03 1.89
H -2.90 -0.31 2.76
H -2.18 -0.48 1.40
O -1.45 1.77 -0.43
H -1.55 2.09 0.42
H -0.71 2.32 -0.70
O 1.29 1.77 -0.26
H 2.13 1.60 0.14
H 1.62 2.32 -0.92
O -0.17 0.29 -2.53
H -0.85 0.66 -3.12
H -0.58 -0.50 -2.18

In order of appearance, energy relative to the best compared isomer or geometry (same formula, charge and spin) = 1.959, 0.777, 2.553, 1.558, 0.585, 0.155, 1.401, 0.400 eV.